1.
{
  "formula": "C2H2FNO2",
  "method": "ωB97M-V/def2-TZVPD",
  "species": ["C", "C", "N", "O", "O", "F", "H", "H"],
  "positions_angstrom": [[1.83956, 0.41372, 0.17592], [0.60160, 0.65205, -0.17687], [-2.32244, -0.76864, -0.26636], [-3.26613, -1.46553, -0.16259], [-1.20513, -1.01193, -0.60655], [-0.33812, 1.50750, 0.32410], [2.22814, 0.98617, 0.91481], [2.46252, -0.31336, -0.20245]],
  "nbo_charge": [-0.630, 0.519, 0.526, -0.253, -0.262, -0.343, 0.213, 0.230],
  "orbital_gap_ev": [9.94, 7.49],
  "lumo_ha": [-0.0102, -0.0729]
}



2.
{
  "formula": "C40H30BrN4O5OsS",
  "method": "ωB97M-V/def2-TZVPD",
  "species": ["Os", "Br", "C", "C", "C", "C", "O", "C", "C", "N", "C", "C", "C", "C", "C", "C", "C", "C", "N", "C", "C", "H", "H", "H", "H", "H", "H", "H", "H", "H", "H", "C", "C", "C", "C", "C", "C", "C", "C", "S", "C", "N", "C", "C", "C", "C", "C", "C", "C", "C", "H", "H", "H", "H", "H", "H", "H", "H", "H", "H", "H", "H", "H", "H", "H", "H", "O", "C", "O", "C", "C", "C", "C", "C", "C", "N", "O", "O", "H", "H", "H", "H"],
  "positions_angstrom": [[0.48326, 1.03338, -0.04553], [-0.46757, 1.70105, -7.27356], [-0.53139, 1.76805, -5.38856], [-0.61871, 2.99856, -4.74066], [-0.66045, 3.06360, -3.36243], [-0.59705, 1.89985, -2.59630], [-0.70229, 2.01183, -1.26784], [-0.51451, 0.65550, -3.25438], [-0.45361, -0.59590, -2.54302], [-0.24114, -0.70277, -1.28206], [-0.09957, -1.95935, -0.65096], [-0.17437, -3.20648, -1.21625], [0.02366, -4.35432, -0.42396], [0.28944, -4.25543, 0.91317], [0.36025, -2.98511, 1.52787], [0.60030, -2.78852, 2.90705], [0.60155, -1.52269, 3.41433], [0.39975, -0.43679, 2.54925], [0.19086, -0.58379, 1.25700], [0.16530, -1.84645, 0.73170], [-0.49478, 0.60656, -4.65522], [-0.65710, 3.90780, -5.32534], [-0.73975, 4.01278, -2.85056], [-0.57087, -1.49322, -3.14927], [-0.38464, -3.33247, -2.26934], [-0.04172, -5.32720, -0.89132], [0.44049, -5.14092, 1.51636], [0.77740, -3.64561, 3.54445], [0.77495, -1.32963, 4.46264], [0.41733, 0.57818, 2.92248], [-0.44002, -0.35185, -5.15625], [-3.77262, -2.39694, -0.02752], [-4.68471, -1.64212, 0.94167], [-6.00035, -1.31912, 0.22044], [-4.96642, -2.55139, 2.14567], [-4.04744, -0.34582, 1.43618], [-4.75479, 0.47969, 2.33448], [-4.24109, 1.66793, 2.80436], [-2.96699, 2.04362, 2.38589], [-2.06676, 3.48346, 2.76217], [-0.77906, 2.92246, 1.77910], [-0.98352, 1.75032, 1.22233], [-2.24073, 1.23110, 1.52280], [-2.78863, 0.04864, 1.02845], [0.47896, 3.56854, 1.48812], [0.87035, 4.81160, 1.97699], [2.08526, 5.32999, 1.57273], [2.88322, 4.61223, 0.68716], [2.49096, 3.36951, 0.21058], [1.27891, 2.80931, 0.60914], [-4.27074, -3.31076, -0.35362], [-2.82945, -2.68616, 0.44485], [-3.54946, -1.80500, -0.91888], [-6.46222, -2.23865, -0.14305], [-5.82601, -0.66281, -0.63404], [-6.71480, -0.82894, 0.88205], [-5.42104, -3.48525, 1.81057], [-5.65093, -2.08461, 2.85429], [-4.04300, -2.79192, 2.67688], [-5.74216, 0.18279, 2.66208], [-4.81568, 2.29277, 3.47469], [-2.22602, -0.53335, 0.31480], [0.23484, 5.36901, 2.65504], [2.41205, 6.29440, 1.93673], [3.82806, 5.03189, 0.36568], [3.13627, 2.85144, -0.48807], [2.03506, 0.68313, -1.44918], [2.85055, 0.31450, -0.55411], [2.40434, 0.31126, 0.63027], [4.22247, -0.12036, -0.87119], [4.77631, 0.16161, -2.11669], [6.07486, -0.23204, -2.39971], [6.81725, -0.91692, -1.44809], [6.23033, -1.20219, -0.22849], [4.94767, -0.81184, 0.09062], [7.00588, -1.95705, 0.77937], [8.18520, -2.12429, 0.56400], [6.40358, -2.36067, 1.75317], [4.18491, 0.69008, -2.85250], [6.51265, -0.00818, -3.36232], [7.83339, -1.23082, -1.63661], [4.52633, -1.04274, 1.05722]],
  "mulliken_charge": [2.716, -0.166, -0.370, -0.436, -0.659, -0.089, -0.850, 0.502, 0.017, 0.644, 0.068, -0.560, -1.049, -0.901, 0.968, -1.009, -1.220, -0.224, 0.656, 0.119, -0.814, 0.448, 0.529, 0.209, 0.494, 0.444, 0.505, 0.548, 0.526, 0.464, 0.508, -1.627, 1.982, -1.711, -1.644, -0.159, -0.314, -1.403, 1.001, -0.398, 0.371, 0.724, -1.300, 0.445, 1.159, -0.674, -0.874, -0.863, -0.313, -0.323, 0.493, 0.225, 0.322, 0.443, 0.371, 0.361, 0.449, 0.360, 0.331, 0.455, 0.419, 0.110, 0.453, 0.413, 0.464, 0.532, -0.800, 0.236, -0.729, 0.156, -0.492, -0.819, -0.520, -0.204, -0.229, 1.032, -0.594, -0.594, 0.572, 0.429, 0.519, 0.742],
  "orbital_gap_ev": 6.77,
  "charge": 1,
  "lumo_ha": -0.1422
}



3.
{
  "formula": "C26H54NO2Si4TeTi",
  "method": "ωB97M-V/def2-TZVPD",
  "species": ["Ti", "C", "O", "C", "C", "O", "C", "H", "H", "H", "H", "H", "H", "H", "H", "H", "H", "C", "Te", "C", "C", "C", "C", "C", "C", "C", "H", "H", "H", "H", "H", "H", "H", "H", "C", "Si", "C", "C", "Si", "Si", "C", "C", "C", "Si", "C", "C", "C", "H", "H", "H", "H", "H", "H", "H", "H", "H", "H", "H", "H", "H", "H", "H", "H", "H", "H", "H", "H", "H", "H", "H", "H", "H", "H", "H", "C", "C", "C", "C", "C", "N", "H", "H", "H", "H", "H", "H", "H", "H", "H"],
  "positions_angstrom": [[0.53305, 0.29786, 0.35128], [3.17102, 1.51301, -0.80989], [2.50757, 0.88119, 0.31112], [3.03585, 1.35267, 1.57447], [2.26802, 0.69363, 2.69095], [0.86674, 0.76478, 2.36184], [-0.01513, 0.55993, 3.48574], [4.24342, 1.34320, -0.72401], [2.93681, 2.57856, -0.79735], [2.79199, 1.04469, -1.71491], [2.92476, 2.44052, 1.59031], [4.09216, 1.08409, 1.63409], [2.45509, 1.24173, 3.61693], [2.54195, -0.35523, 2.81783], [0.20294, 1.30966, 4.24497], [0.12215, -0.44774, 3.87815], [-1.02820, 0.68497, 3.11423], [0.66706, 5.36308, -0.31326], [-0.14121, 3.47368, 0.27457], [-0.73361, 3.25954, -1.77511], [-0.58513, 4.63650, -2.37670], [-1.09717, 4.90371, -3.64389], [-0.95205, 6.15955, -4.20485], [-0.29273, 7.16075, -3.50198], [0.22015, 6.90017, -2.24436], [0.08116, 5.63530, -1.67734], [1.75471, 5.32393, -0.31991], [0.34315, 6.08986, 0.42777], [-1.75920, 2.89768, -1.82000], [-0.08944, 2.53620, -2.27777], [-1.61546, 4.12606, -4.19129], [-1.35687, 6.36259, -5.18642], [-0.18353, 8.14575, -3.93367], [0.73000, 7.68238, -1.69684], [-2.12356, -2.62751, 2.29629], [-1.32460, -3.21225, 0.70157], [-1.10703, -5.06418, 0.76702], [-2.40266, -2.78772, -0.77836], [0.81792, -2.21769, 0.55873], [2.41758, -3.21655, 1.97093], [4.06887, -2.33507, 1.72272], [2.56520, -5.00503, 1.46173], [1.86608, -3.10815, 3.75653], [1.53077, -2.22297, -1.66991], [1.00533, -3.74829, -2.60428], [0.63017, -0.72217, -2.44552], [3.37887, -2.01006, -1.83724], [-3.15959, -2.96588, 2.36493], [-2.11587, -1.53970, 2.39096], [-1.59117, -3.03782, 3.15652], [-2.08077, -5.55572, 0.70513], [-0.63637, -5.38077, 1.69813], [-0.49693, -5.42797, -0.06111], [-3.43092, -3.10634, -0.58606], [-2.06682, -3.32976, -1.66196], [-2.41569, -1.72674, -1.03234], [4.78253, -3.00186, 1.23650], [4.50889, -2.04088, 2.67828], [3.98360, -1.44897, 1.09090], [2.77544, -5.10776, 0.39558], [1.65454, -5.56201, 1.67939], [3.38503, -5.47641, 2.00875], [1.88510, -2.09207, 4.15506], [2.53758, -3.70756, 4.37603], [0.85854, -3.50510, 3.88997], [-0.06028, -3.95110, -2.51925], [1.54108, -4.62071, -2.22588], [1.24874, -3.64609, -3.66427], [-0.35616, -1.01807, -2.80721], [1.17445, -0.24324, -3.26104], [0.41720, 0.09934, -1.72970], [3.90369, -2.74194, -1.22172], [3.74848, -1.02459, -1.55359], [3.66630, -2.19145, -2.87586], [-4.41319, 0.71541, -1.44112], [-4.06572, 0.89897, 0.04450], [-4.82702, -0.11675, 0.91265], [-4.32580, 2.33839, 0.51027], [-2.62986, 0.64528, 0.20772], [-1.49233, 0.47762, 0.26291], [-5.48504, 0.87401, -1.55620], [-4.17733, -0.29040, -1.78624], [-3.89287, 1.44116, -2.06547], [-5.89227, 0.08319, 0.79924], [-4.56901, -0.01851, 1.96610], [-4.62999, -1.13733, 0.59067], [-5.39332, 2.53037, 0.41376], [-3.78688, 3.06220, -0.10299], [-4.04300, 2.48100, 1.55314]],
  "nbo_charge": [1.305, -0.239, -0.647, -0.081, -0.084, -0.627, -0.228, 0.222, 0.211, 0.220, 0.215, 0.235, 0.232, 0.226, 0.215, 0.216, 0.212, -0.594, 0.509, -0.598, -0.077, -0.186, -0.185, -0.182, -0.179, -0.060, 0.235, 0.252, 0.226, 0.218, 0.216, 0.234, 0.236, 0.225, -1.108, 1.364, -1.118, -1.110, -0.646, 1.362, -1.120, -1.113, -1.114, 1.314, -1.106, -1.014, -1.109, 0.254, 0.213, 0.248, 0.259, 0.245, 0.248, 0.252, 0.250, 0.211, 0.263, 0.249, 0.219, 0.242, 0.249, 0.260, 0.220, 0.264, 0.245, 0.243, 0.256, 0.258, 0.267, 0.264, 0.093, 0.255, 0.225, 0.261, -0.589, -0.184, -0.589, -0.588, 0.624, -0.662, 0.248, 0.230, 0.221, 0.246, 0.227, 0.228, 0.247, 0.225, 0.228],
  "orbital_gap_ev": [6.96, 7.22],
  "charge": 2,
  "s_squared": 0.793,
  "spin_multiplicity": 2,
  "lumo_ha": [-0.2280, -0.2154]
}



4.
{
  "formula": "C19H16Cl5OP2S4V",
  "method": "ωB97M-V/def2-TZVPD",
  "species": ["V", "Cl", "C", "C", "C", "Cl", "C", "Cl", "C", "Cl", "C", "Cl", "C", "P", "C", "C", "C", "C", "C", "C", "C", "P", "C", "C", "H", "H", "H", "H", "H", "H", "H", "H", "H", "H", "H", "H", "H", "H", "H", "H", "O", "C", "S", "C", "C", "S", "S", "S"],
  "positions_angstrom": [[-0.54178, -0.08224, 0.79355], [-3.77790, 1.79659, 1.62110], [-3.42570, 1.09324, 0.08297], [-2.12192, 0.64993, -0.16718], [-1.90932, 0.19875, -1.46595], [-0.28072, -0.36471, -1.73133], [-2.86764, 0.13009, -2.45965], [-2.47857, -0.45319, -4.03872], [-4.16314, 0.53461, -2.14885], [-5.39944, 0.46329, -3.34852], [-4.43734, 1.01876, -0.86984], [-6.04377, 1.52775, -0.48994], [2.70587, -0.87686, -0.28954], [1.54575, -1.11220, 1.13412], [1.95352, -2.86386, 1.47329], [2.35339, -0.16068, 2.45887], [3.10454, -0.72653, 3.48333], [3.46655, 0.03246, 4.58716], [3.09591, 1.36557, 4.66121], [2.36662, 1.94600, 3.63343], [1.97015, 1.18903, 2.53870], [0.82879, 1.77547, 1.22638], [-0.04621, 3.20310, 1.97691], [2.00751, 2.77104, 0.19205], [3.73967, -0.94859, 0.04860], [2.52702, 0.08627, -0.76205], [2.50806, -1.65503, -1.02979], [3.00712, -3.07035, 1.27734], [1.32830, -3.45600, 0.80461], [1.70676, -3.13758, 2.49666], [3.39998, -1.76694, 3.43283], [4.01309, -0.43210, 5.39833], [3.34709, 1.95132, 5.53709], [2.06740, 2.98362, 3.71610], [-0.60061, 2.86540, 2.84985], [-0.75600, 3.56681, 1.23280], [0.64470, 4.00185, 2.24939], [2.50251, 3.50879, 0.82419], [1.44088, 3.28039, -0.58942], [2.76564, 2.14580, -0.27557], [-0.32723, -4.28268, 6.03134], [-0.51360, -3.51917, 5.11260], [-0.93861, -4.03637, 3.47590], [-1.03870, -2.43226, 2.74333], [-0.80731, -1.38600, 3.56837], [-1.03020, 0.26040, 3.09017], [-0.41259, -1.76328, 5.24419], [-1.47436, -2.27671, 1.07958]],
  "lowdin_spin": [2.503, 0.010, 0.035, 0.021, 0.039, 0.021, -0.003, -0.004, 0.038, 0.011, -0.004, -0.004, 0.005, 0.064, 0.010, 0.009, 0.002, 0.000, 0.003, 0.000, 0.008, 0.072, 0.016, 0.005, 0.000, 0.001, 0.000, 0.000, 0.001, 0.000, 0.000, 0.000, 0.000, 0.000, 0.000, 0.001, 0.002, 0.000, 0.000, 0.000, 0.000, 0.000, 0.000, 0.014, 0.023, 0.053, 0.003, 0.045],
  "orbital_gap_ev": [5.69, 6.23],
  "charge": -1,
  "s_squared": 3.775,
  "spin_multiplicity": 4,
  "lumo_ha": [0.0879, 0.0878]
}



no.,E (eV),largest force on an atom (Eh/bohr)
1,-10401.5824,0.0638
2,-141505.0287,0.0167
3,-95330.6587,0.0255
4,-172232.5954,0.0453